No. 1
DFT (ωB97M-V/def2-TZVPD) results for a molecular structure, C21H58N11O24PSi2 at a distorted geometry.

Cartesian coordinates (Å):
C 3.08933 -2.48518 -1.61649
C 2.24998 -2.16553 -0.37912
C 3.09465 -1.76563 0.82731
N 4.10155 -0.74440 0.42786
Si 3.48500 0.89543 0.47142
O 1.79503 0.96248 0.41329
Si 1.09102 1.83193 -0.82651
C 0.31469 3.44712 -0.25212
C -1.09367 3.27532 0.40788
C -2.19450 3.40131 -0.66932
C -3.39046 2.42224 -0.58145
C -3.75982 1.91503 0.81933
C -3.27629 0.50076 1.05375
O -3.84525 -0.35471 0.03856
C -3.77482 -1.64237 0.30745
C -4.67529 -2.49553 -0.52760
O -3.07119 -2.11410 1.10537
P -0.34891 0.41655 -1.84429
O 0.47681 -0.31894 -2.85611
H 2.42326 -2.90982 -2.35530
H 3.78812 -3.27657 -1.36582
H 3.60434 -1.62311 -2.00806
H 1.68549 -3.05588 -0.12090
H 1.52564 -1.39612 -0.61244
H 2.49887 -1.45907 1.68764
H 3.63516 -2.66274 1.11679
H 4.86324 -0.80270 1.09331
H 3.98559 1.61026 -0.71264
H 3.92018 1.62991 1.67704
H 2.04595 2.17782 -1.89457
H 0.20207 4.06305 -1.14217
H 0.98194 3.96855 0.42713
H -1.08633 2.32069 0.91910
H -1.23749 4.09184 1.09979
H -1.71295 3.22742 -1.62741
H -2.54865 4.42436 -0.69304
H -4.25101 2.98074 -0.93622
H -3.27473 1.61951 -1.29470
H -4.83924 1.87026 0.90327
H -3.37979 2.52610 1.62519
H -3.51947 0.17142 2.05768
H -2.19777 0.41429 0.96094
H -4.08624 -3.25626 -1.02153
H -5.15255 -1.91591 -1.30483
H -5.41958 -2.97957 0.08620
H -1.36224 1.11404 -2.54136
H -0.87677 -0.51964 -0.91987
C -6.15015 5.77739 -0.30852
N -5.73323 4.76716 0.70236
O -4.57831 4.78551 1.08464
O -6.58260 3.98436 1.07871
H -5.29440 6.39965 -0.54630
H -6.49667 5.23993 -1.18389
H -6.94967 6.36439 0.12758
C 0.92883 -6.68324 0.61941
N 2.11759 -5.82753 0.87676
O 2.35133 -5.53365 2.03327
O 2.76180 -5.46920 -0.08572
H 0.45834 -6.90087 1.56974
H 0.25919 -6.11770 -0.02174
H 1.25786 -7.59524 0.13138
C -1.04384 2.06402 -6.02217
N -2.39360 2.20116 -5.40537
O -3.35635 1.87955 -6.06763
O -2.43036 2.62642 -4.26510
H -1.16199 1.67611 -7.02681
H -0.59009 3.05053 -6.03480
H -0.46977 1.37776 -5.40252
C -4.07288 -4.26782 3.07941
N -4.73380 -5.14338 2.06995
O -5.93740 -5.04338 1.92961
O -4.01189 -5.89694 1.44819
H -4.83051 -3.65269 3.55065
H -3.58864 -4.91492 3.80465
H -3.34189 -3.65594 2.55246
C 8.15689 3.71363 0.63725
N 6.85363 3.05142 0.36096
O 6.01783 3.67668 -0.25749
O 6.71394 1.91391 0.77488
H 8.13458 4.70782 0.20930
H 8.28479 3.75718 1.71587
H 8.92953 3.11109 0.17654
C -11.19482 6.15936 -0.50754
N -9.71361 6.28735 -0.42180
O -9.04260 5.62323 -1.18557
O -9.27693 7.05417 0.41464
H -11.43442 5.44823 -1.28897
H -11.54808 5.81203 0.45863
H -11.59380 7.14262 -0.73767
C 1.12792 -2.72848 4.14675
N 0.79644 -2.38891 5.55894
O -0.32538 -2.64351 5.95269
O 1.67682 -1.87829 6.22076
H 0.25460 -3.17164 3.68263
H 1.40622 -1.80800 3.64358
H 1.95542 -3.43193 4.16340
C -3.47218 -9.31438 -0.41715
N -2.00122 -9.23046 -0.19536
O -1.28211 -9.93368 -0.87542
O -1.62498 -8.45362 0.65974
H -3.66163 -10.03846 -1.20067
H -3.92565 -9.62370 0.51944
H -3.81541 -8.32512 -0.70535
C 7.98470 3.10852 -3.53027
N 9.40101 3.00695 -3.07509
O 10.22092 2.59764 -3.86518
O 9.63217 3.34687 -1.92714
H 7.92936 2.77620 -4.55992
H 7.38555 2.47387 -2.88316
H 7.68604 4.14853 -3.43841
C 8.97571 -0.20330 2.47836
N 10.16752 0.65606 2.71991
O 10.42535 0.95587 3.86838
O 10.79905 1.00209 1.74095
H 8.51171 -0.43028 3.43110
H 8.29872 0.35647 1.83914
H 9.31664 -1.11010 1.98767

HOMO energy	-9.150	eV
orbital gap	8.9	eV
strongest force on any atom	4.555	eV/A
molar mass	935.9	g mol⁻¹
LUMO energy	-0.2352	eV

---

No. 2
DFT (ωB97M-V/def2-TZVPD) results for C17H19BrN2O2 in the gas phase.

Cartesian coordinates (Å):
C -0.29162 3.47798 -4.11953
C -0.32816 2.79986 -2.98836
C -0.73978 1.36512 -2.88255
N 0.24251 0.57394 -2.15365
C -0.14111 0.00304 -0.98881
O -1.29086 0.06085 -0.59268
C 0.92376 -0.69889 -0.14304
C 1.44767 0.29066 0.90118
C 0.56230 0.06999 2.12021
O 0.50381 0.81018 3.07228
N -0.09345 -1.11288 1.95391
C -1.02016 -1.67112 2.83643
C -1.34452 -3.02561 2.74411
C -2.26558 -3.59033 3.60579
C -2.86843 -2.80292 4.56934
C -2.56052 -1.45809 4.67929
C -1.64241 -0.89536 3.81585
H -1.40208 0.15021 3.90246
H -3.03818 -0.85021 5.43203
Br -4.13564 -3.58326 5.75891
H -2.50984 -4.63867 3.52751
H -0.87789 -3.65738 2.00580
C 0.25943 -1.78257 0.71734
H -0.64172 -2.16977 0.23560
H 0.95798 -2.60624 0.91090
H 1.38144 1.33375 0.59349
H 2.48151 0.07801 1.18307
H 1.72050 -1.11985 -0.75363
C 1.54838 0.48111 -2.78241
C 2.53554 1.49209 -2.27034
C 3.06961 2.43812 -3.01830
H 3.78067 3.14222 -2.62213
H 2.81840 2.54791 -4.06035
H 2.80074 1.40291 -1.22720
H 1.40110 0.63910 -3.85388
H 1.95336 -0.52749 -2.64838
H -0.89237 0.93326 -3.87755
H -1.67456 1.28986 -2.31744
H -0.06144 3.26917 -2.05139
H -0.00984 4.51593 -4.15279
H -0.55853 3.02541 -5.06109

energy relative to the best compared isomer or geometry (same formula, charge and spin)	1.060	eV
HOMO energy	-8.294	eV
orbital gap	8.8	eV
strongest force on any atom	0.505	eV/A
molar mass	363.3	g mol⁻¹
SMILES string	C=CCN(CC=C)C(=O)[C@H]1CC(=O)N(c2ccc(Br)cc2)C1
LUMO energy	0.5384	eV

---

No. 3
DFT (ωB97M-V/def2-TZVPD) results for a molecular structure, C57H43FeN2O6P2 at a distorted geometry.

Cartesian coordinates (Å):
Fe 1.56498 0.65482 -0.03324
O 2.82952 6.30389 1.25614
C 2.48648 5.01127 0.98705
C 1.25759 4.67451 0.42310
C 0.99613 3.34386 0.19695
N 1.86860 2.42148 0.53321
C 3.05961 2.71608 1.03645
C 3.41331 4.02381 1.29120
C 3.91022 1.45252 1.28466
O 4.98056 1.56250 1.87349
O 3.33697 0.40095 0.85136
C -0.24770 2.74284 -0.50880
O -1.15129 3.50062 -0.86415
O -0.16844 1.49095 -0.63167
H 2.12462 6.87983 0.94208
H 0.51756 5.41724 0.13960
H 4.38545 4.26234 1.70485
C 1.65887 -3.62374 -0.34683
C 2.76020 -3.77043 -1.16766
C 3.28231 -2.65024 -1.78047
C 2.71533 -1.39721 -1.54548
N 1.67718 -1.24521 -0.71410
C 1.16109 -2.34687 -0.15198
C 3.14638 -0.14523 -2.20401
C 4.03626 -0.12956 -3.27244
C 4.29793 1.06225 -3.92841
C 3.64825 2.21911 -3.50727
C 2.78704 2.19326 -2.41881
C 2.51476 1.01122 -1.70243
H 1.19521 -4.46891 0.14680
H 3.20013 -4.74748 -1.33285
H 4.13513 -2.72926 -2.44063
H 0.28998 -2.18396 0.46747
H 4.52253 -1.04136 -3.61167
H 4.98892 1.08824 -4.76330
H 3.82631 3.15208 -4.03499
H 2.30638 3.12656 -2.13163
C -4.83983 -3.87671 1.76202
C -4.14637 -2.54059 1.47900
C -5.14016 -1.39518 1.77558
C -3.72130 -2.41376 0.01403
C -4.49069 -2.92678 -1.02493
C -4.16953 -2.67655 -2.35373
C -3.05086 -1.90747 -2.64205
C -2.23429 -1.40539 -1.63441
P -0.75837 -0.33939 -2.03566
C 0.04200 -1.28413 -3.39614
C 1.01377 -0.59327 -4.13094
C 1.78739 -1.23913 -5.08339
C 1.62504 -2.60151 -5.30472
C 0.69698 -3.30721 -4.55538
C -0.08503 -2.65558 -3.60656
C -1.67984 0.97160 -2.95140
C -1.76711 1.11222 -4.33396
C -2.50522 2.15110 -4.89261
C -3.16185 3.05984 -4.07520
C -3.06863 2.93405 -2.69384
C -2.32931 1.90275 -2.13794
C -2.59970 -1.66186 -0.32060
O -1.83333 -1.09210 0.64607
C -1.87485 -1.55100 1.92787
C -0.85354 -1.12455 2.74202
C -0.85853 -1.56346 4.06082
C -1.85423 -2.40754 4.54256
C -2.89217 -2.77797 3.69429
C -2.92564 -2.33317 2.37572
P 0.43448 0.09929 2.14615
C -0.32825 1.64902 2.81901
C 0.42696 2.73965 3.24996
C -0.18452 3.89768 3.71555
C -1.56737 3.99181 3.75632
C -2.33175 2.93677 3.28190
C -1.71676 1.78460 2.81221
C 1.77449 -0.34036 3.34369
C 2.52960 -1.46092 2.99458
C 3.55464 -1.91331 3.80566
C 3.85616 -1.24732 4.98891
C 3.10922 -0.14114 5.35463
C 2.07399 0.30593 4.53917
H -5.70860 -4.00812 1.12002
H -5.20601 -3.92033 2.78638
H -4.15869 -4.71465 1.59801
H -6.03451 -1.49770 1.15456
H -4.68406 -0.42668 1.55631
H -5.43114 -1.40743 2.82908
H -5.37699 -3.50507 -0.80353
H -4.79861 -3.05682 -3.14879
H -2.79548 -1.68556 -3.67263
H 1.17762 0.46278 -3.93554
H 2.53160 -0.67981 -5.63745
H 2.23360 -3.11131 -6.04094
H 0.58540 -4.37524 -4.69707
H -0.78905 -3.23028 -3.01908
H -1.26014 0.41157 -4.98683
H -2.56276 2.24806 -5.97047
H -3.73137 3.87166 -4.51086
H -3.54738 3.65770 -2.04671
H -2.22002 1.83634 -1.05930
H -0.07450 -1.23940 4.73127
H -1.83680 -2.74238 5.57276
H -3.69468 -3.39183 4.07941
H 1.50842 2.70447 3.20875
H 0.43132 4.73059 4.03599
H -2.04443 4.88397 4.14432
H -3.41284 3.00516 3.27898
H -2.33542 0.98209 2.42687
H 2.32792 -1.97776 2.05730
H 4.13560 -2.77453 3.50030
H 4.67523 -1.58365 5.61304
H 3.32918 0.38610 6.27589
H 1.49749 1.15628 4.86407

net charge	-1
energy relative to the best compared isomer or geometry (same formula, charge and spin)	0.611	eV
HOMO energy (alpha / beta)	-4.428 / -4.429	eV
orbital gap (alpha / beta)	6.7 / 6.7	eV
strongest force on any atom	2.031	eV/A
molar mass	969.8	g mol⁻¹
LUMO energy (alpha / beta)	2.2723 / 2.2723	eV